[1]
The following is a quantum chemistry calculation of a single C19H19N3 molecule at a distorted geometry, from the Open Molecules 2025 dataset.

## Properties
SMILES string ... Cc1cn(C2c3ccccc3N(C)c3ccccc32)c(C)n1
Largest force on an atom ... 2.2 eV/A

```
41
Properties=species:S:1:pos:R:3:forces:R:3
C -0.02764 2.75130 -2.69744 -0.01 0.35 0.09
C 0.52105 1.38339 -2.50402 0.74 -1.03 0.06
N 1.25303 0.83646 -3.45113 -0.49 0.40 -0.26
C 1.64345 -0.39367 -3.03725 -0.74 -0.05 2.08
C 2.43962 -1.24139 -3.94070 0.31 -0.31 -0.49
C 1.15617 -0.61479 -1.74047 0.88 0.38 -1.64
N 0.46461 0.54002 -1.40573 0.53 -0.04 -1.43
H -0.78017 3.01573 -1.94854 0.12 0.12 -0.19
H 0.81825 3.45964 -2.66039 -0.45 -0.09 0.15
H -0.45184 2.83739 -3.71510 0.10 -0.15 0.60
H 2.50848 -2.27090 -3.58227 0.06 0.10 -0.06
H 1.95138 -1.23167 -4.92514 0.19 -0.15 0.19
H 3.45234 -0.83430 -4.08449 -0.26 -0.16 0.10
H 1.33949 -1.43952 -1.06223 -0.30 0.26 -0.02
C -0.78661 -1.71585 3.39759 0.00 -0.04 -0.19
N -0.57738 -1.01048 2.14411 0.17 -0.35 0.50
C 0.46821 -0.09140 2.15817 0.13 0.64 -0.46
C 1.22461 0.09322 3.33827 -0.03 0.03 -0.14
C 2.16267 1.11073 3.42249 0.10 -0.12 -0.45
C 2.44669 1.89373 2.30013 -0.10 -0.11 -0.15
C 1.74486 1.68364 1.10522 -0.15 -0.23 0.52
C 0.72469 0.72158 1.02487 -0.15 0.16 0.75
C -0.23095 0.71058 -0.16953 -0.10 0.73 0.58
C -1.37096 -0.26565 -0.03701 -0.80 -0.75 0.67
C -1.54786 -1.03596 1.14485 -0.19 0.31 -0.42
C -2.72920 -1.79251 1.31966 -0.12 0.12 -0.32
C -3.71566 -1.77844 0.33631 0.50 0.25 -0.41
C -3.52057 -1.08174 -0.87010 0.12 -0.05 0.26
C -2.34231 -0.34793 -1.04440 -0.23 -0.12 0.31
H -1.50975 -2.51210 3.27033 0.17 0.05 0.12
H 0.15798 -2.17314 3.70818 -0.28 0.02 0.04
H -1.13690 -1.00978 4.16426 0.04 -0.29 0.04
H 1.06992 -0.54740 4.20556 0.03 0.42 -0.30
H 2.68261 1.26572 4.36904 -0.06 0.00 -0.33
H 3.20916 2.66810 2.36528 -0.20 -0.15 -0.10
H 1.96885 2.30956 0.23988 -0.13 -0.18 0.15
H -0.67430 1.72236 -0.23730 0.15 -0.34 0.13
H -2.89898 -2.38416 2.22820 -0.02 0.45 -0.65
H -4.63339 -2.32825 0.50837 0.05 0.00 -0.06
H -4.28760 -1.09556 -1.65661 0.43 -0.02 0.43
H -2.18607 0.19344 -1.98094 0.01 -0.08 0.29
```
Forces are in eV/Å.


[2]
The following is a quantum chemistry calculation of C32H44CaN5O15 as an isolated structure at a distorted geometry, from the Open Molecules 2025 dataset.

## Properties
Net charge ... +1
Largest force on an atom ... 6.9 eV/A

```
97
Properties=species:S:1:pos:R:3:forces:R:3
Ca 1.85167 3.82261 0.31255 -0.85 -0.96 -0.37
N -1.77252 0.87342 -0.44615 -0.10 -0.32 1.98
O -1.53554 1.30164 0.66405 -0.61 0.81 3.98
O -0.98986 1.23948 -1.26197 3.94 1.93 -5.33
O -2.64278 0.11295 -0.72409 -2.37 -1.64 -0.33
C 3.30140 4.91103 10.27367 1.27 -0.30 -0.68
C 3.81653 4.53223 8.85082 0.45 -0.31 3.28
C 3.89189 3.02526 8.62032 -0.30 -0.23 1.20
O 3.31077 2.86146 7.32418 0.79 0.34 0.30
C 2.77269 4.04279 6.99737 -2.76 -1.08 -6.12
O 2.18069 4.17586 5.88099 2.02 -0.06 3.99
O 2.91164 4.96038 7.89796 -0.61 1.42 -0.63
H 3.43050 5.98176 10.43172 -0.63 0.04 -0.14
H 4.00742 4.48641 10.98734 -0.03 -0.30 0.09
H 2.31030 4.51146 10.48851 0.00 0.30 -0.16
H 4.78757 5.01294 8.73218 -0.01 0.09 -0.42
H 3.27409 2.47601 9.33077 -0.28 0.10 0.03
H 4.89132 2.62586 8.79270 0.10 0.00 -0.93
C 4.05408 6.14573 -8.75873 -0.51 0.45 0.35
C 3.60039 7.10562 -7.65120 1.52 -0.77 -1.18
C 2.20543 7.73034 -7.81470 2.51 -0.56 -2.69
O 1.56619 7.36451 -6.65441 -1.97 0.85 0.86
C 2.32242 6.58216 -5.90725 0.05 -0.98 4.23
O 2.06131 6.17975 -4.76424 -0.01 0.89 -2.93
O 3.48776 6.36754 -6.47072 0.34 -0.91 0.81
H 4.94864 5.58991 -8.47780 0.14 0.36 0.04
H 4.23609 6.76157 -9.63947 0.01 -0.39 -0.27
H 3.28318 5.39116 -8.91505 -0.14 0.14 -0.33
H 4.43132 7.79039 -7.48161 -0.30 0.53 -0.03
H 1.78678 7.26826 -8.70874 -0.68 -0.11 0.23
H 2.39522 8.76394 -8.10406 -0.95 0.47 1.05
C 4.58966 -0.76237 -7.84373 -0.83 -1.87 0.41
C 4.34594 -1.33697 -6.42267 1.87 0.26 -1.23
C 5.69106 -1.66842 -5.71465 -0.21 -1.61 -0.93
O 5.75907 -0.80072 -4.64114 -0.10 1.42 1.35
C 4.70013 0.01772 -4.67568 -0.58 2.48 2.71
O 4.42894 0.90661 -3.87046 1.07 -1.83 -1.34
O 3.93549 -0.24960 -5.69778 -1.92 1.70 0.83
H 4.81146 -1.64002 -8.45089 0.25 0.29 -0.52
H 5.41134 -0.04618 -7.84786 -0.06 -0.14 0.14
H 3.67339 -0.30284 -8.21436 0.10 0.01 -0.01
H 3.60712 -2.11763 -6.24155 0.04 -0.16 -0.84
H 6.56066 -1.48929 -6.34695 -0.05 -0.34 -0.10
H 5.65833 -2.67224 -5.29110 0.38 -0.15 -0.37
C 4.41076 -5.81402 0.10688 -0.04 -0.85 0.35
C 3.61487 -5.10777 1.19899 1.54 -4.08 -0.15
C 4.44047 -4.84063 2.46489 -0.23 -2.62 1.25
O 4.33185 -3.49239 2.62455 0.01 2.02 -0.12
C 3.68066 -2.97966 1.56348 0.26 4.11 0.79
O 3.47447 -1.78334 1.46858 0.09 -1.75 -0.16
O 3.37366 -3.89396 0.67934 -1.44 2.73 -0.78
H 3.97119 -5.74076 -0.88786 -0.24 0.33 0.18
H 4.47143 -6.88470 0.30195 0.38 -0.01 0.16
H 5.39394 -5.34346 0.10224 0.12 -0.27 -0.22
H 2.71101 -5.64809 1.48040 -0.28 0.17 -0.29
H 5.45788 -5.22472 2.53871 0.41 0.45 -0.95
H 4.03142 -5.31129 3.35891 -0.62 -0.13 -0.07
N -1.72406 -0.44379 6.48871 -1.08 -0.44 1.92
C -2.22012 0.04467 7.71134 0.10 1.82 -1.16
C -2.02382 -0.87530 8.70260 -1.61 2.56 0.70
C -1.50249 -1.93496 8.08761 1.66 -4.86 -1.07
C -1.38242 -1.74960 6.74182 1.16 0.82 -0.84
H -1.61017 0.00880 5.59300 -0.39 0.09 0.44
H -2.69843 1.01145 7.76548 0.18 0.02 -0.09
H -2.33594 -0.86031 9.73641 0.04 0.41 -0.14
H -1.25009 -2.86113 8.58247 0.02 -0.09 -0.09
H -0.91628 -2.30256 5.93972 -0.09 -0.32 0.31
N -7.40442 2.10372 -3.18167 1.26 -0.26 0.89
C -8.73712 2.11545 -2.96731 0.00 -0.41 1.29
C -9.28356 2.80344 -3.99797 -2.66 -1.14 -0.22
C -8.31655 3.01438 -4.92959 2.81 1.92 -1.34
C -7.07823 2.73062 -4.33953 -0.93 -0.67 -0.68
H -6.71379 1.70956 -2.55895 -0.28 0.07 -0.05
H -9.15121 1.55247 -2.14392 -0.10 0.37 0.02
H -10.32673 2.95001 -4.23608 -0.07 -0.08 0.42
H -8.49948 3.46302 -5.89481 0.26 0.10 0.05
H -6.03191 2.80291 -4.59725 -0.27 0.09 -0.38
N -1.72395 -5.41424 -2.18501 -0.30 2.05 -0.04
C -1.23261 -6.19209 -3.21013 -0.86 0.34 0.35
C -1.09827 -7.45331 -2.69496 0.62 0.26 1.62
C -1.35798 -7.31059 -1.28899 -0.52 -1.01 0.83
C -1.81945 -6.04675 -0.98510 0.99 -1.28 -1.45
H -1.96123 -4.43277 -2.20760 0.18 -0.15 -0.68
H -1.09920 -5.74218 -4.18285 -0.05 -0.26 0.04
H -0.74834 -8.39860 -3.08275 0.01 0.37 -0.48
H -1.23661 -8.10437 -0.56677 -0.15 -0.08 -0.06
H -2.16113 -5.53839 -0.09559 0.10 -0.20 -0.12
N -7.21168 -2.40695 3.14841 -0.38 -0.42 0.16
C -7.68080 -2.53949 4.43167 -1.04 0.77 -0.07
C -9.06646 -2.70577 4.37395 1.00 -1.08 -0.39
C -9.42183 -2.92371 3.00750 2.57 1.38 -0.72
C -8.22328 -2.63788 2.25468 -2.06 -0.65 1.14
H -6.25769 -2.16453 2.92208 -0.31 -0.17 -0.07
H -7.02045 -2.45393 5.28197 -0.09 0.15 -0.11
H -9.72205 -2.80200 5.22680 0.11 -0.08 -0.04
H -10.39076 -3.19749 2.61686 0.14 0.20 -0.06
H -8.07218 -2.58548 1.18659 0.07 -0.08 0.15
```
Forces are in eV/Å.


It is found that the energy relative to the best compared isomer or geometry (same formula, charge and spin) values, taken in the order of the records, are 0.000; 0.000 eV.
It is found that the E values, taken in the order of the records, are -24482.0554; -90481.6614 eV.